Entry 1:
42
Properties=species:S:1:pos:R:3:forces:R:3:lowdin_charge:R:1 method="wB97M-V/def2-TZVPD" largest_force_ev_per_a=9.85 total_energy_ha=-2190.17075 total_charge=0
C 2.423452 0.112295 3.254720 -0.4 1.0 -0.9 0.00
C 3.093220 1.605338 2.908788 5.2 1.0 1.3 -0.27
O 4.361239 1.934589 3.228719 -8.5 -2.0 -2.0 -0.02
O 2.227421 2.545175 2.180436 1.3 -1.0 3.0 -0.15
C 1.854728 3.711286 2.995707 -0.1 2.4 0.1 -0.19
C 0.377399 3.627217 3.700301 -0.5 -0.4 0.1 -0.10
C -0.710993 2.675200 2.928253 -0.7 -0.6 -1.9 -0.06
C -1.030416 2.466269 1.489953 0.4 -0.6 5.6 -0.38
S -0.196507 3.307832 0.039239 -0.1 -1.4 1.0 0.73
C -2.275180 1.389302 1.535750 0.5 -0.7 -5.6 -0.22
O -2.638686 0.770849 0.408135 1.4 3.6 8.4 0.02
O -2.793366 1.327563 2.912472 2.3 -0.6 -0.5 0.02
C -1.737585 1.752655 3.869011 1.2 0.3 3.7 -0.16
O -1.651993 1.498579 5.191890 -1.1 1.6 -9.7 0.02
H 2.648845 -0.160001 4.370573 -0.3 0.6 -2.3 0.10
H 1.250551 0.152794 3.038296 2.7 0.0 0.6 0.09
H 2.868316 -0.671059 2.501427 -0.7 1.6 1.7 0.10
H 2.640662 3.979273 3.845785 -1.5 -1.0 -1.9 0.15
H 1.844588 4.662617 2.277215 0.1 -2.4 1.3 0.14
H 0.509894 3.282338 4.831310 -0.6 0.4 -2.6 0.13
H -0.097363 4.720680 3.747449 1.1 -2.4 -0.2 0.14
H 0.997804 2.569885 -0.244759 -1.7 0.5 0.9 -0.07
C -3.334469 -4.465424 -1.638913 -0.1 -0.1 0.1 -0.27
S -1.720749 -3.648058 -1.615209 0.0 0.2 0.4 0.78
O -1.079816 -3.954007 -0.293859 -0.3 0.1 -0.5 -0.56
C -2.368265 -1.961012 -1.528135 0.0 0.0 0.2 -0.28
H -3.175980 -5.546500 -1.654503 0.1 0.2 0.0 0.05
H -3.903237 -4.195986 -0.745835 0.1 0.0 0.0 0.06
H -3.881217 -4.167872 -2.536439 0.1 0.0 0.0 0.05
H -2.997157 -1.847186 -0.641923 0.1 -0.1 0.0 0.05
H -2.946932 -1.745270 -2.429322 0.1 -0.1 0.0 0.06
H -1.525840 -1.268418 -1.465594 -0.1 -0.2 -0.1 0.03
C 0.865037 -0.925030 -5.826028 0.0 0.1 0.0 -0.27
S 0.343088 -1.576539 -4.221084 0.0 0.3 0.2 0.79
O 0.025502 -0.404396 -3.340409 0.3 -0.5 -0.4 -0.56
C 1.971114 -2.197447 -3.734272 0.1 0.0 0.1 -0.26
H 0.005558 -0.448007 -6.303345 0.1 -0.1 0.2 0.05
H 1.658956 -0.186934 -5.689682 -0.1 -0.1 0.1 0.06
H 1.218349 -1.744852 -6.455380 -0.1 0.0 0.1 0.05
H 2.696371 -1.380260 -3.727953 -0.1 0.0 0.0 0.06
H 2.288526 -2.975680 -4.432227 -0.1 0.1 0.0 0.05
H 1.895132 -2.621795 -2.730561 -0.1 0.1 -0.1 0.05

***

Entry 2:
94
Properties=species:S:1:pos:R:3:forces:R:3:lowdin_charge:R:1 method="wB97M-V/def2-TZVPD" largest_force_ev_per_a=2.62 total_energy_ha=-4000.21461 total_charge=0 de_lowest_kj_mol=127.40
Ti -0.087940 0.502491 -0.125870 0.5 -0.6 0.8 0.78
C -1.724175 0.865585 -2.305334 0.1 -0.6 0.2 -0.17
C -2.315684 1.533714 -1.197742 0.5 0.1 0.1 -0.33
C -1.382004 2.577765 -0.815868 0.0 -0.3 -0.5 -0.18
Si -3.992433 1.009906 -0.510764 1.0 0.0 0.0 0.51
C -0.254004 2.513542 -1.681994 -0.5 -0.3 -0.1 -0.18
C -0.457431 1.428136 -2.624073 0.0 0.1 0.6 -0.33
Si 0.598727 0.742734 -4.028818 -0.1 0.0 0.9 0.50
H -2.178499 -0.002463 -2.832907 0.4 0.8 0.5 0.11
H -1.569552 3.348837 -0.061504 0.2 -0.4 -0.3 0.11
H 0.579150 3.224008 -1.705083 -0.3 -0.4 0.1 0.11
Cl 3.315394 1.471043 4.222177 -0.2 -0.2 -0.3 -0.74
C -0.478296 -0.273475 -5.156010 -0.2 -0.2 -0.3 -0.18
C 1.432214 2.104677 -4.974392 0.2 0.3 -0.5 -0.17
C -4.866936 -0.027985 -1.784812 -0.2 -0.2 -0.2 -0.18
C -5.022401 2.478148 -0.038257 -0.5 0.4 0.1 -0.17
H 0.714356 2.526583 -5.701294 0.3 -0.1 0.3 0.04
H 2.285625 1.701847 -5.546570 -0.2 0.2 0.1 0.04
H 1.798809 2.932344 -4.347464 -0.1 -0.3 -0.2 0.03
H -0.894346 -1.154760 -4.641478 0.1 0.3 -0.2 0.04
H 0.121813 -0.626453 -6.010650 -0.2 0.0 0.2 0.04
H -1.315985 0.324876 -5.550758 0.3 -0.2 0.1 0.05
H -5.480013 2.904502 -0.949482 0.2 -0.1 0.4 0.04
H -4.460068 3.281953 0.461714 -0.2 -0.3 -0.2 0.03
H -5.843238 2.165350 0.629979 0.2 0.2 -0.2 0.04
H -4.989687 0.524455 -2.731098 0.0 -0.2 0.3 0.05
H -5.869714 -0.293456 -1.411770 0.3 0.0 -0.2 0.04
H -4.321099 -0.961657 -1.997242 -0.2 0.3 0.1 0.04
C 1.841328 -0.423606 -3.172849 0.0 -0.5 -0.5 -0.39
C -3.573108 -0.101899 0.981597 -0.5 -0.4 -0.1 -0.39
P 2.235370 0.152972 -1.487654 0.8 0.5 -0.3 1.01
H 2.724425 -0.608433 -3.826605 -0.4 0.1 0.6 0.05
H 1.315838 -1.395712 -3.061843 0.2 0.4 -0.1 0.06
P -2.014677 0.415244 1.771804 -0.3 0.6 0.4 1.01
H -3.403345 -1.117460 0.565235 -0.1 0.4 0.1 0.06
H -4.443108 -0.178929 1.673093 0.6 0.0 -0.3 0.05
C -1.740949 -0.765590 3.187723 -0.6 -0.5 0.3 -0.48
C -2.504792 2.018931 2.607408 0.1 -0.1 0.0 -0.53
C 3.290601 1.667935 -1.838964 -0.2 0.0 0.1 -0.53
C 3.454035 -1.079906 -0.789868 -0.1 -0.2 -0.1 -0.48
C 2.772194 -2.047436 0.172207 0.3 0.0 0.3 -0.17
H 4.165181 -0.482328 -0.204445 -0.1 0.0 -0.1 0.12
C 4.222108 -1.910488 -1.824725 0.3 0.0 -0.2 -0.11
H 3.554903 -2.617600 -2.346676 0.2 0.3 0.2 0.08
H 5.003615 -2.504132 -1.315138 -0.4 0.2 -0.2 0.09
H 4.721713 -1.283131 -2.571711 -0.1 -0.2 0.1 0.06
H 2.200174 -1.449720 0.911952 0.9 -0.1 -0.4 0.03
H 3.505452 -2.640875 0.751133 -0.3 0.3 -0.6 0.10
H 2.091625 -2.741158 -0.370244 0.6 0.4 0.0 0.08
H 2.605113 2.304835 -2.424013 0.2 -0.2 0.1 0.07
C 4.554844 1.428843 -2.682206 0.0 0.1 -0.1 -0.11
C 3.641333 2.413572 -0.539917 0.0 0.0 0.0 -0.10
H 4.347850 0.867628 -3.606866 0.1 0.1 0.3 0.06
H 5.334913 0.905647 -2.102057 -0.3 0.2 -0.2 0.08
H 4.969011 2.410541 -2.977833 -0.1 -0.4 0.1 0.09
H 2.740119 2.842215 -0.078786 0.4 -0.2 0.0 0.06
H 4.338891 3.236619 -0.775712 -0.3 -0.3 0.2 0.09
H 4.127760 1.750028 0.197079 -0.2 0.4 -0.2 0.08
H -2.842488 2.637193 1.759074 0.1 -0.2 0.2 0.07
C -1.283942 2.705061 3.242891 0.0 0.0 0.0 -0.10
C -3.659875 1.918978 3.616925 -0.1 0.1 0.0 -0.11
H -4.539942 1.401872 3.202862 0.3 0.1 0.2 0.06
H -3.976218 2.942808 3.888162 0.1 -0.4 -0.1 0.09
H -3.342109 1.416301 4.546892 -0.1 0.2 -0.4 0.08
H -0.568045 3.022707 2.471096 -0.1 -0.1 0.4 0.06
H -0.759417 2.040101 3.951949 -0.1 0.4 -0.3 0.08
H -1.623230 3.598930 3.795383 0.2 -0.3 -0.2 0.09
C -0.720452 -1.853878 2.863431 0.5 0.4 1.8 -0.20
C -2.995068 -1.477009 3.707348 -0.2 -0.1 0.3 -0.11
H -1.313617 -0.154368 3.994638 0.0 -0.1 -0.2 0.12
H -3.375731 -2.204030 2.968986 0.1 0.3 0.2 0.08
H -3.795450 -0.779194 3.958076 0.0 -0.1 0.0 0.06
H -2.746247 -2.041360 4.627785 -0.1 0.3 -0.4 0.09
H -1.169954 -2.570788 2.103727 0.4 0.8 0.8 0.09
H -0.389456 -2.432432 3.814675 -0.8 1.0 -1.6 0.14
H 0.178694 -1.228025 2.544740 -1.4 -1.0 0.6 0.04
C 1.210162 1.081713 1.492408 0.4 0.8 0.5 -0.24
H 1.313849 2.182162 1.532600 0.0 -0.4 0.0 0.00
H 0.894809 0.786617 2.529588 0.0 0.2 -0.9 -0.01
H 2.263768 0.695134 1.471907 -0.9 0.2 -0.3 -0.01
C -0.494486 -3.594399 0.181010 -1.3 1.4 0.5 -0.19
Si 0.732976 -2.709767 1.416670 1.5 -2.0 -0.9 0.45
C 1.986302 -2.536326 3.057027 -0.8 1.4 -0.1 -0.15
C 1.574491 -4.435835 1.359761 1.0 -0.1 -0.6 -0.24
O 0.219132 -1.100717 0.501091 0.1 -0.9 -0.6 -0.56
H -0.862255 -4.546323 0.560553 0.1 -0.1 0.0 0.04
H 0.067895 -3.762388 -0.731393 0.2 -0.1 -0.1 0.03
H -1.348716 -2.967735 -0.086891 -0.2 -0.1 -0.1 0.01
H 1.789757 -3.344786 3.774771 -0.3 0.0 -0.4 0.04
H 3.039004 -2.624514 2.782669 -0.2 -0.1 -0.2 0.03
H 1.920811 -1.595015 3.616148 0.0 0.1 0.0 0.02
H 1.489347 -4.901186 0.384930 0.0 -0.4 -0.1 0.02
H 2.630517 -4.392398 1.602449 0.1 -0.3 0.2 0.02
H 1.074184 -5.065956 2.092309 -0.1 -0.1 0.2 0.05

***

Entry 3:
85
Properties=species:S:1:pos:R:3:forces:R:3:lowdin_charge:R:1 method="wB97M-V/def2-TZVPD" largest_force_ev_per_a=0.90 total_energy_ha=-3872.94868 total_charge=+1 de_lowest_kj_mol=112.29
Pd -0.144235 0.301303 0.457446 0.0 0.6 0.7 0.87
F -1.447270 0.053695 -5.304671 0.0 0.0 0.0 0.11
C -1.718305 -0.248354 -4.036871 0.0 0.0 0.0 -0.26
C -0.866437 -1.104507 -3.362375 0.0 0.0 0.0 0.02
C -1.139570 -1.404629 -2.040166 0.1 0.0 0.2 -0.11
C -2.261248 -0.847434 -1.428901 -0.2 -0.1 -0.2 -0.37
C -3.125082 -0.009463 -2.136055 0.0 0.1 0.0 -0.10
C -2.842721 0.310619 -3.451005 0.0 0.0 0.0 0.03
Sb -2.864670 -1.252660 0.514530 -0.3 -0.1 -0.4 1.81
C -4.879119 -1.761188 0.377401 0.0 0.0 -0.1 -0.32
C -5.795260 -1.311967 1.327554 0.0 0.0 0.0 -0.09
C -7.122571 -1.697705 1.239329 0.0 0.0 0.0 0.02
C -7.501604 -2.533027 0.204205 0.0 0.0 0.0 -0.26
F -8.779486 -2.904796 0.118910 0.0 0.0 0.0 0.10
C -6.613406 -2.994040 -0.749319 0.1 0.0 0.0 0.02
C -5.288407 -2.599289 -0.660310 0.0 0.1 0.0 -0.10
C -1.959463 -2.570304 1.824701 -0.1 0.1 0.2 -0.34
C -2.362985 -2.441171 3.151859 0.0 -0.1 0.1 -0.09
C -1.999590 -3.414384 4.066650 0.0 0.1 0.0 0.02
C -1.246093 -4.486775 3.622943 0.0 0.0 0.0 -0.26
F -0.892426 -5.423631 4.500379 0.0 0.0 0.0 0.11
C -0.834847 -4.624126 2.308827 0.1 0.0 -0.1 0.02
C -1.193419 -3.648227 1.394277 0.0 0.0 0.0 -0.09
H 0.002797 -1.506615 -3.864277 0.0 0.0 0.0 0.14
H -0.460310 -2.040354 -1.485938 0.0 0.0 0.0 0.10
H -4.011445 0.408244 -1.670125 0.0 0.0 0.0 0.12
H -3.474969 0.972535 -4.026572 0.0 0.0 0.0 0.13
H -5.488506 -0.650306 2.126583 0.0 0.0 0.0 0.10
H -7.862341 -1.360279 1.952374 0.0 0.0 0.0 0.13
H -6.964803 -3.640595 -1.541774 0.0 0.0 0.0 0.13
H -4.588741 -2.939249 -1.416219 0.0 0.0 0.0 0.11
H -2.941045 -1.587210 3.485827 0.0 0.0 0.0 0.11
H -2.277354 -3.349943 5.109645 0.0 0.0 0.0 0.14
H -0.235789 -5.477324 2.021004 0.0 0.0 0.0 0.14
H -0.854558 -3.728588 0.369670 0.0 0.0 0.0 0.11
F 2.333282 0.924081 -0.399556 0.1 0.0 0.0 0.06
C 1.092586 1.314305 -0.677385 -0.3 -0.4 0.1 -0.40
F 0.909578 1.238738 -2.003739 -0.2 0.0 0.1 0.05
H 0.889003 2.321261 -0.289011 0.1 0.1 -0.2 0.13
O -1.750057 1.805218 0.633577 0.1 -0.1 -0.1 -0.01
C -2.680653 1.594681 1.405482 -0.1 0.0 -0.1 -0.47
O -3.273438 0.390596 1.509738 0.4 0.2 0.2 -0.22
C -3.265904 2.634027 2.250800 0.1 -0.1 0.0 -0.14
C -4.140235 2.308428 3.282019 -0.1 0.1 0.1 0.00
C -4.661670 3.292843 4.121579 0.0 -0.1 0.0 0.04
C -4.275729 4.586221 3.866611 -0.1 0.1 0.1 -0.20
O -4.652727 5.703616 4.520958 0.1 0.0 -0.1 0.06
C -3.935436 6.795090 3.917810 0.0 -0.1 0.0 -0.09
O -3.211264 6.259672 2.805879 0.0 0.0 0.1 0.05
C -3.403997 4.913679 2.833719 0.1 0.1 -0.1 -0.19
C -2.871636 3.966616 2.012313 0.1 0.0 0.0 0.10
H -4.408466 1.274652 3.448184 0.0 0.0 0.0 0.11
H -5.331696 3.056875 4.935879 0.0 0.0 0.0 0.13
H -3.237947 7.210128 4.644478 0.0 0.0 0.0 0.14
H -4.646801 7.538365 3.565281 0.0 0.0 0.0 0.14
H -2.182477 4.213662 1.217588 0.0 0.0 0.0 0.14
Cl 3.709288 1.066022 3.608789 -0.1 0.0 0.1 0.77
C 4.684006 -0.024364 2.676839 0.0 -0.1 0.0 -0.57
C 5.143721 0.421419 1.449743 0.0 0.0 -0.1 -0.12
C 5.980655 -0.368244 0.682019 0.0 0.0 0.0 -0.08
C 6.359725 -1.614486 1.154046 0.0 0.0 0.0 -0.11
C 5.875690 -2.058116 2.366729 0.0 0.0 0.1 -0.58
Cl 6.366449 -3.628106 2.932780 0.0 0.0 0.0 0.71
C 5.016925 -1.292019 3.175083 0.0 0.0 0.0 -0.31
N 4.609787 -1.809878 4.392400 0.2 0.0 -0.1 0.06
C 3.429804 -1.611675 5.137347 -0.2 0.1 0.1 -0.24
C 3.584584 -1.427469 6.513672 0.0 0.0 -0.1 -0.02
C 2.491342 -1.305626 7.344999 -0.1 0.0 0.0 -0.08
C 1.212674 -1.339412 6.802290 0.1 0.0 0.0 -0.08
C 1.058721 -1.525782 5.439741 -0.1 0.0 0.1 -0.04
C 2.145301 -1.685156 4.585460 0.1 0.0 0.0 -0.17
C 1.911450 -2.005287 3.131861 0.1 0.0 0.0 -0.03
C 0.956380 -1.106261 2.374960 0.0 0.1 -0.1 -0.64
O 0.942652 -1.306826 1.087260 0.5 -0.1 0.0 -0.17
O 0.227307 -0.266770 2.916770 -0.2 -0.3 -0.2 -0.01
H 4.856696 1.409964 1.121506 0.0 0.0 0.0 0.10
H 6.347759 -0.009636 -0.269562 0.0 0.0 0.0 0.11
H 7.023553 -2.253339 0.588491 0.0 0.0 0.0 0.11
H 5.272198 -2.438705 4.816495 0.0 0.0 0.0 0.10
H 4.587078 -1.368277 6.920031 0.0 0.0 0.0 0.12
H 2.638077 -1.166275 8.408099 0.0 0.0 0.0 0.11
H 0.344075 -1.220040 7.436833 0.0 0.0 0.0 0.10
H 0.066915 -1.538429 5.011246 0.0 0.0 0.0 0.09
H 1.500278 -3.015625 3.040375 -0.1 0.0 0.0 0.13
H 2.834972 -2.037513 2.558545 0.0 0.0 0.0 0.11

***

Entry 4:
68
Properties=species:S:1:pos:R:3:forces:R:3:lowdin_charge:R:1 method="wB97M-V/def2-TZVPD" largest_force_ev_per_a=16.40 total_energy_ha=-1597.73614 total_charge=-1 de_lowest_kj_mol=381.20
B 0.042779 0.220676 0.484162 0.5 -0.7 4.4 -1.16
F -0.975221 -0.719324 0.836162 0.3 1.3 -0.4 0.10
F 1.280779 -0.495324 0.671162 -0.5 0.3 -0.2 0.07
F -0.049221 0.771676 -0.708838 0.1 0.1 -1.7 0.22
F 0.033779 1.270676 1.551162 0.5 -1.7 -1.8 0.03
C 2.285779 3.047676 0.706162 -1.5 1.6 -3.5 -0.08
C 3.421779 3.939676 0.480162 6.3 5.6 -2.8 -0.24
N 4.323779 4.741676 0.175162 -6.4 -5.8 2.4 0.08
H 2.295779 2.771676 1.675162 -0.1 -1.3 3.2 0.03
H 1.324779 3.691676 0.586162 1.5 -1.2 0.0 0.12
H 2.267779 2.155676 0.013162 0.1 1.1 0.8 0.09
C 2.960779 -2.573324 2.329162 0.0 -5.3 3.0 -0.03
C 3.122779 -2.750324 3.910162 -1.2 1.6 -9.2 -0.27
N 3.325779 -2.832324 4.992162 1.0 -0.6 6.3 0.10
H 1.963779 -3.032324 2.105162 0.6 1.0 0.1 0.06
H 3.091779 -1.597324 1.981162 0.4 1.2 -0.4 0.02
H 3.665779 -3.425324 1.958162 -0.8 2.1 0.2 0.11
C -0.560221 -1.883324 4.005162 -0.4 -0.7 0.1 -0.07
C -1.300221 -3.213324 3.712162 0.3 1.2 0.6 -0.27
N -1.878221 -4.194324 3.502162 0.7 1.0 0.3 0.10
H 0.192779 -1.845324 3.270162 1.4 -0.5 -1.0 -0.01
H -1.127221 -0.966324 3.499162 0.6 -1.7 2.4 0.12
H 0.111779 -1.945324 5.026162 -2.5 0.7 -2.3 0.13
C -0.436221 4.869676 -1.536838 0.4 -0.7 1.0 -0.10
C -0.265221 3.510676 -2.152838 -3.2 0.1 -0.7 -0.29
O -1.415221 2.676676 -1.687838 1.5 0.6 -1.7 -0.10
H -0.695221 4.798676 -0.424838 1.1 0.1 -1.3 0.09
H -1.279221 5.372676 -1.936838 -0.7 0.6 -0.8 0.05
H 0.508779 5.335676 -1.844838 -0.3 0.8 0.8 0.08
H 0.572779 3.068676 -1.779838 2.5 -1.3 1.2 0.04
H -0.030221 3.611676 -3.277838 -1.2 -0.4 1.3 0.13
H -1.037221 1.779676 -1.619838 -0.6 0.7 0.0 0.04
C -0.753221 -4.562324 -1.788838 -1.0 -0.6 1.6 -0.09
C -0.325221 -3.486324 -0.723838 -3.9 4.7 -1.4 -0.23
O -1.443221 -3.101324 0.166162 0.3 -6.4 -1.5 -0.11
H 0.011779 -4.458324 -2.555838 0.1 -1.0 -0.1 0.05
H -1.746221 -4.454324 -2.278838 0.6 1.1 0.4 0.05
H -1.000221 -5.618324 -1.322838 1.6 1.8 -0.7 0.11
H -0.164221 -2.323324 -1.178838 0.4 -3.4 0.2 0.16
H 0.517779 -3.696324 -0.141838 1.3 -0.8 0.7 0.06
H -1.432221 -2.223324 0.345162 0.5 4.0 0.7 -0.05
C -3.496221 3.903676 3.148162 6.5 13.5 -2.5 -0.08
C -2.461221 3.578676 2.159162 1.5 -1.3 -1.5 -0.29
O -1.392221 2.803676 2.794162 -5.4 6.8 5.1 -0.03
H -2.845221 4.336676 4.058162 -2.1 -0.3 -1.8 0.15
H -3.847221 3.177676 3.430162 -6.6 -13.9 5.7 -0.09
H -4.375221 4.480676 2.743162 1.4 0.2 0.5 0.11
H -2.093221 4.537676 1.814162 0.6 0.0 -0.5 0.09
H -2.879221 3.008676 1.293162 0.4 0.4 0.5 0.13
H -0.971221 2.227676 2.318162 3.3 -4.9 -4.9 -0.09
C -2.979221 -1.084324 -2.405838 0.0 -4.9 0.8 -0.06
C -2.635221 -1.770324 -3.728838 -2.7 2.7 -1.4 -0.30
O -3.799221 -2.463324 -4.314838 -0.3 -2.8 4.7 -0.17
H -3.236221 -2.007324 -1.686838 -0.8 2.1 -1.3 0.13
H -3.577221 -0.250324 -2.530838 -2.3 0.9 -0.2 0.05
H -2.279221 -0.711324 -1.738838 2.7 0.7 0.4 0.02
H -1.807221 -2.388324 -3.741838 1.7 -1.3 0.3 0.06
H -2.567221 -1.004324 -4.514838 0.8 0.0 0.3 0.11
H -4.088221 -3.134324 -3.485838 0.8 2.5 -3.5 0.16
C 4.178779 -0.986324 -2.632838 -4.7 -11.2 -0.4 -0.06
C 3.143779 -1.215324 -1.507838 2.4 3.9 -1.9 -0.29
O 3.660779 -0.177324 -0.600838 -2.7 -2.0 1.3 -0.12
H 3.579779 -1.751324 -3.453838 1.4 2.5 0.9 0.13
H 4.900779 -1.780324 -2.497838 1.6 1.3 0.3 0.06
H 4.212779 -0.079324 -2.947838 1.1 5.6 -1.9 0.00
H 3.174779 -2.201324 -1.145838 0.1 -1.3 0.8 0.09
H 2.147779 -0.970324 -1.883838 -0.1 0.1 0.4 0.10
H 2.920779 -0.317324 0.041162 1.0 1.3 0.3 0.03